# 1
Molecular formula: C47H52ClN3O12
Method: DFT, the ωB97M-V functional and the def2-TZVPD basis

Structure (XYZ):
```
115
Properties=species:S:1:pos:R:3:forces:R:3
C 1.6731 -2.4548 1.5180 -2.4904 1.1457 7.3997
C 1.3204 -1.0848 1.0032 4.4374 2.0587 -1.4762
N 0.1451 -1.0219 0.1723 -2.4460 1.3191 0.8593
C -0.0998 -1.7769 -0.9440 -1.8319 1.5006 -0.1522
C -1.3603 -1.3995 -1.3884 2.9126 -0.4061 1.1882
N -1.8586 -0.4007 -0.5877 2.4083 -1.9024 -0.5547
C -0.9433 -0.2076 0.3689 -0.1506 1.3787 0.7640
C -3.0339 0.3489 -0.7662 -0.5838 3.3420 3.3621
H 2.5566 -2.5812 2.2215 -0.8195 0.9598 -1.1915
H 1.7357 -3.1590 0.8598 0.8275 -3.7706 -4.6698
H 0.8051 -3.0131 2.2001 1.5453 1.9169 -1.3331
H 2.2313 -0.8625 0.1982 -2.0989 -0.3173 1.9495
H 1.4249 -0.1649 1.6853 -0.6117 -1.6201 -0.7923
H 0.6713 -2.2433 -1.5334 0.0404 -0.4551 0.4103
H -1.5436 -1.6581 -2.3583 -1.8945 -0.3140 -2.2019
H -1.2088 0.6835 1.0433 1.4278 -1.8679 -0.3543
H -2.9354 1.4180 -0.2876 0.0209 -2.1650 -0.7407
H -3.9017 -0.0834 -0.3449 -0.6655 -0.8201 1.1764
H -3.3818 0.5200 -1.7021 0.0887 0.2676 -3.4997
Cl 1.7522 2.6414 1.0524 -0.1818 -0.3585 -0.3077
N -4.7844 -0.8812 -4.1944 -0.2019 -2.8518 -2.6704
C -4.4689 0.2837 -4.6629 -1.1889 4.0447 2.7640
C -4.2614 0.6888 -5.9686 -1.1346 -4.0946 -2.6988
C -4.5005 -0.3585 -7.0250 0.9576 3.6689 3.6786
C -4.9513 -1.5631 -6.5167 0.7327 -2.6915 -5.2769
C -4.9737 -1.8649 -5.2332 -1.3986 1.2964 6.9315
H -4.6716 1.1823 -3.8300 1.2273 -2.1257 -2.0846
H -4.1027 1.7100 -6.1302 0.4630 1.1921 -0.6534
H -4.3266 -0.1233 -8.0645 -0.2313 -0.1963 -0.0227
H -5.0927 -2.4406 -7.3002 -0.0916 1.8830 1.7362
H -5.4657 -2.6965 -4.6679 0.9182 -0.0280 -1.5661
C 4.5047 0.1280 6.1932 -2.3604 0.3150 -3.8053
C 3.9106 -0.0718 4.8260 5.1607 7.0929 1.6870
C 4.2207 0.9542 3.8160 -0.2649 -0.0561 2.0105
C 4.9683 2.1145 4.2974 -1.9351 -3.5615 0.7855
C 5.4452 2.3052 5.6069 -5.4923 -9.6498 -2.5736
C 5.2713 1.2967 6.5493 -2.8788 -3.1770 -0.9372
O 5.8103 1.3129 7.7578 2.5376 1.7858 1.7436
O 3.7316 0.7655 2.5276 4.6637 -12.1397 11.2753
H 3.9628 -0.6231 6.7980 1.4267 0.5983 0.7347
H 3.4842 -0.9369 4.6160 -2.2391 -3.6528 -1.0107
H 5.0454 2.8938 3.6477 0.5110 2.0752 -1.8745
H 5.9190 3.0678 5.7273 5.4688 8.7955 2.0494
H 5.4843 0.9962 8.6048 -0.9501 -0.3708 -0.9344
H 3.5233 1.3334 2.0037 -3.7591 11.8365 -9.1272
C 4.4224 -2.7656 -0.5465 2.1316 -0.4002 2.2115
C 5.2702 -3.5137 0.4235 -0.3084 0.2937 -1.1729
C 6.4549 -2.9087 0.7309 1.5557 1.3013 0.6271
C 6.7569 -1.6034 0.2883 -4.4291 0.6047 -3.0862
C 5.9898 -0.7907 -0.5809 -4.1063 -8.1094 1.4849
C 4.7228 -1.4903 -1.0187 2.0403 -0.0645 0.8124
O 3.8857 -0.8528 -1.9075 0.2684 -3.2739 0.0051
O 7.4380 -3.4688 1.5541 -3.3419 -2.1238 -0.1561
H 3.5147 -3.2483 -0.7421 -1.2828 -0.3282 -0.7840
H 5.1064 -4.5597 0.8561 -0.2537 1.6950 -0.9738
H 7.5568 -1.0704 0.4786 4.6677 1.6292 1.9224
H 6.0999 0.1056 -1.0030 1.3144 3.5716 -1.0099
H 3.9540 0.0144 -1.5932 -0.4533 3.2577 0.2717
H 8.2166 -2.9849 1.5343 2.0284 1.6073 -0.2249
C -2.8810 -6.5840 1.2655 -0.0356 -2.1417 -1.0336
C -3.4129 -6.5043 -0.1001 0.5120 2.4051 2.1707
C -3.8003 -5.2081 -0.6803 1.4255 -2.9068 1.7657
C -3.5592 -4.0715 0.1227 -0.1937 -1.1403 -0.6436
C -3.0881 -4.1993 1.4087 1.1699 -2.3797 0.0863
C -2.6377 -5.4257 2.0214 -1.5536 0.4172 -1.4110
O -2.0597 -5.5055 3.2622 0.0313 -0.7848 -0.8192
O -4.3713 -5.0820 -1.8980 0.3955 -1.9171 -3.2004
H -2.6695 -7.7499 1.6551 -0.3519 3.6583 -0.8568
H -3.3930 -7.4852 -0.5450 -0.5951 0.1928 -0.8291
H -3.6095 -3.0470 -0.2299 -0.5692 -0.2589 -0.3845
H -2.8956 -3.2665 1.8102 0.5470 1.5535 1.5873
H -2.3283 -4.7770 3.8026 -0.2052 0.8853 0.3689
H -4.1660 -5.8515 -2.6176 -0.4990 2.5670 3.1826
C 3.9244 3.9203 -1.7104 -1.2461 1.6581 2.7418
C 4.2274 4.9284 -2.6303 2.6716 -11.1714 -3.4167
C 4.9604 4.5458 -3.8178 -1.7427 -0.7729 1.0557
C 5.1428 3.1784 -4.1486 0.1729 1.9700 0.6760
C 4.7615 2.2144 -3.1779 0.3775 2.0429 -0.8693
C 4.1862 2.5663 -1.9462 -0.4984 1.3486 -1.5623
O 3.7586 1.6235 -1.0958 -1.3240 -0.9652 1.4960
O 5.4043 5.4852 -4.6989 9.3520 -15.4730 -0.5876
H 3.4309 4.2739 -0.6236 1.2696 -1.2981 -3.1359
H 4.1856 5.8112 -2.4115 -0.9136 9.8110 2.4426
H 5.6254 3.0384 -5.1641 -0.6492 -0.5160 1.5400
H 4.9543 1.2519 -3.5225 -0.0496 -1.9645 0.1932
H 2.8853 1.8343 -0.5689 1.6788 0.3943 -0.5902
H 5.0128 6.1614 -4.6978 -9.1209 15.4294 0.3852
C -6.2889 3.7739 -3.0405 4.2833 -2.0734 7.2829
C -6.3217 3.0628 -1.5822 1.8605 3.3999 -4.1874
C -5.1849 3.2034 -0.7211 -2.4782 0.2229 -1.7516
C -4.0786 3.9435 -1.1747 -0.2599 0.6716 -0.5103
C -4.0476 4.4710 -2.5018 -0.4575 -2.0643 3.9612
C -5.0863 4.3498 -3.3882 0.0482 -0.7574 -0.4705
O -4.7755 4.6911 -4.6807 5.1780 -1.3064 3.5983
O -5.2541 2.7114 0.5553 -3.3189 -0.3183 0.6642
H -6.9543 3.9981 -3.7353 -4.1083 -0.2496 -2.4875
H -7.2637 2.6813 -1.2823 -0.5695 -0.5248 0.4119
H -3.2833 4.2472 -0.4449 -0.6656 -0.6380 -0.9150
H -3.1120 4.8558 -2.6605 1.8379 1.4217 -1.3683
H -5.4268 4.9400 -5.2006 -5.2271 1.7313 -3.5589
H -6.2941 2.5911 0.7927 3.8559 0.3659 -0.8382
C -3.6433 0.6328 3.2107 5.7431 -2.1482 1.7986
C -3.2123 -0.7464 3.5318 -0.5670 3.9695 -1.7304
C -1.8524 -0.8265 3.7469 0.9287 0.2767 2.4531
C -1.0210 0.2588 3.9535 2.6409 2.1371 -0.5964
C -1.4567 1.5685 3.5957 -6.4432 -9.2459 0.3928
C -2.7766 1.7766 3.2778 -0.9071 -0.2835 -2.1296
O -3.2906 3.0370 2.7993 -5.1367 -7.0745 5.1536
O -1.4468 -2.0421 4.0967 -2.4552 -2.7792 -1.9727
H -4.5750 0.8563 3.0926 -5.7255 0.9492 -1.1184
H -3.8100 -1.6762 3.5072 0.1365 1.0184 0.0526
H 0.1559 0.2068 4.2934 -3.2814 -0.3482 -0.9497
H -0.8716 2.2495 3.6397 7.3620 8.5223 0.5341
H -2.7901 3.5958 2.3850 5.4009 4.4318 -3.4951
H -0.7453 -2.3236 4.6088 2.5632 0.5088 1.5020
```
Forces are in eV/Å.

- Frontier orbital gap: 7.47 eV
- HOMO energy: -0.274 Ha

Löwdin atomic charge list, values in e, 2 entries: C -0.08; C -0.19


# 2
Molecular formula: C47H52CoF3GeN5O3S
Method: DFT, the ωB97M-V functional and the def2-TZVPD basis

Structure (XYZ):
```
113
Properties=species:S:1:pos:R:3:forces:R:3
Co -1.2892 2.7063 0.9019 -1.4379 -0.3625 -0.2745
C -2.5482 3.5917 3.4117 0.2551 -0.3499 0.4956
C -2.6345 2.0214 3.3757 1.3219 0.0754 0.5029
N -2.4629 1.4453 2.0068 -1.7268 0.5861 1.5329
C -3.7688 1.0606 1.4040 0.8823 -2.0493 -0.1672
C -4.1175 1.8598 0.1375 0.0123 -0.4692 -0.6237
N -3.1334 2.9033 -0.2315 0.7495 -1.3093 -0.9850
C -3.5951 4.2828 -0.1012 0.0728 -0.5972 0.8323
C -3.5129 4.6998 1.3777 0.8658 0.6033 0.1174
N -2.2350 4.2168 2.0744 -0.5776 0.0378 0.4277
H -3.4265 4.0249 3.9318 0.2019 -0.0724 -0.8020
H -1.7315 3.8145 4.1011 0.1520 0.1742 -0.3237
H -1.8337 1.6374 4.0467 -0.0347 0.3039 -0.8488
H -3.4884 1.6389 3.9264 -0.6510 0.1165 -0.5625
H -1.7993 0.6907 2.0620 -0.2440 -0.7027 -0.1244
H -3.6418 -0.0256 1.1363 -0.2949 0.9891 0.0447
H -4.5228 1.0716 2.2026 -0.0230 0.3243 -0.5148
H -4.2507 1.1972 -0.7351 0.4330 0.0521 0.4791
H -5.0907 2.2865 0.2541 -0.6325 0.6634 0.2030
H -2.6982 2.6513 -1.1668 -0.8717 0.3455 1.0397
H -2.9505 4.9051 -0.6918 0.3723 0.3672 -0.2833
H -4.6181 4.4141 -0.4627 0.0128 -0.0183 0.0055
H -3.5150 5.8012 1.3752 -0.1755 -0.3475 0.3428
H -4.3317 4.3418 2.0069 -0.0657 0.0068 -0.4289
H -1.5782 4.9919 2.2453 -0.6260 -0.3677 -0.2194
C 1.3350 5.3094 -4.7088 -0.5502 0.0065 0.1855
C 0.2688 4.2451 -4.9655 -0.4625 0.0338 0.0765
C -0.2891 3.6033 -3.6894 -0.6712 0.9869 1.1513
N 0.8009 2.9903 -2.8684 -0.3078 -0.6518 -0.3942
C 0.7200 2.6702 -1.5675 0.2535 -0.2101 -2.8658
S -0.1661 3.7647 -0.5947 0.5299 1.3449 -0.6900
N 1.4373 1.6165 -1.0693 -0.1605 1.2722 -0.0258
C 2.8675 1.5499 -1.2596 0.0400 -0.7129 -0.1341
O 3.6166 1.6494 -0.3199 -0.7329 0.1796 0.0734
C 3.3640 1.1803 -2.5948 1.0542 0.2309 -0.5864
C 2.6483 0.4462 -3.5597 -0.6084 -0.0271 0.8954
C 3.2657 -0.1249 -4.6581 1.6014 0.3955 -0.0548
C 4.6906 -0.0442 -4.7093 -0.1228 0.0017 -0.4469
C 5.4141 0.7071 -3.7606 -0.0774 0.1035 -0.3611
C 4.7482 1.4110 -2.7682 -0.3993 -1.0547 -0.2607
H 2.1434 5.0132 -4.0566 0.2002 -0.4317 0.2089
H 0.8525 6.1519 -4.2237 0.0108 0.3109 0.0311
H 1.7833 5.6498 -5.6264 0.0656 0.1673 -0.4013
H 0.6534 3.4218 -5.5811 -0.0696 0.2599 -0.1981
H -0.5937 4.7399 -5.5038 0.8731 -0.7933 0.4514
H -1.0572 2.8183 -3.9228 0.7527 0.5425 0.3945
H -0.7412 4.3734 -3.0041 0.1717 -0.6385 -0.9429
H 1.4219 2.4840 -3.5089 -0.0406 -0.2554 0.9461
H 1.1588 1.5175 -0.1109 0.3592 -0.4075 0.9132
H 1.5933 0.2163 -3.3697 0.2145 0.2520 -0.1086
H 2.6557 -0.5939 -5.4378 0.5010 -0.0717 0.4080
H 5.2842 -0.5384 -5.5105 -0.7697 0.3107 0.6236
H 6.5162 0.7702 -3.7660 -0.7477 -0.1324 -0.3627
H 5.3267 1.9986 -2.0696 -0.2345 0.0177 0.1391
F 5.4733 2.4331 7.1211 -0.5691 -1.8385 -0.7423
C 5.2576 1.2238 6.4961 2.0918 -0.8916 0.2073
F 4.9648 0.2563 7.4705 0.2961 2.0203 -1.6569
F 6.4957 0.8391 5.9428 -1.8796 0.6889 1.0518
C 4.2257 1.2744 5.3838 -2.5721 -0.3164 0.9494
C 2.8276 1.2084 5.7802 1.6465 -0.1211 -0.0102
C 1.8561 1.3200 4.8169 -1.0733 -0.0495 -0.0925
C 2.1748 1.4092 3.4526 0.0709 -0.2434 -0.8067
C 3.5299 1.3661 3.0409 -0.7580 0.7052 0.1284
C 4.5258 1.3485 4.0297 0.9936 0.4256 -0.2613
C 1.0578 1.5560 2.5147 -0.6499 0.6414 -0.6717
C 0.0865 1.8417 1.7690 3.3352 -0.9227 2.2929
H 2.5298 1.0171 6.8223 0.3824 0.3426 -0.5288
H 0.7744 1.3399 5.0733 0.9767 -0.1476 0.0252
H 3.7671 1.4852 1.9672 -0.0419 -0.2307 0.8476
H 5.5853 1.4888 3.7323 -0.8337 -0.3995 0.1691
O -1.7200 0.8577 -2.3049 -0.0711 -0.0623 1.2207
C -1.6061 -0.2810 -1.7496 0.4921 -1.1825 -0.8653
O -1.2807 -0.5894 -0.5769 -0.1638 1.3375 0.2928
C -1.7997 -1.5412 -2.6719 -0.1134 2.1176 -0.7452
C -0.6819 -2.5444 -2.5438 0.7537 -0.3056 0.5749
Ge -0.6450 -3.4534 -0.7625 0.0762 -1.0296 0.2107
C -0.3286 -5.4189 -1.0967 0.1783 1.6638 -1.6973
C 0.3673 -5.7081 -2.2919 -0.3670 -0.4077 0.0804
C 0.3324 -7.0084 -2.7676 -0.7725 -0.6135 0.4569
C -0.4038 -8.0133 -2.0765 0.0574 -0.1535 -0.2535
C -1.0857 -7.7457 -0.8794 1.2527 1.7344 -1.1627
C -1.0424 -6.4000 -0.4576 -0.2676 -0.5975 1.0904
C 0.7333 -3.0658 0.5843 -0.3446 -0.2702 -0.1824
C 0.9697 -3.9244 1.6657 -0.0436 -0.4917 -0.3577
C 2.0072 -3.7064 2.5746 -0.1997 0.1246 -0.8595
C 2.8951 -2.6604 2.3654 -0.3515 0.8641 -0.9423
C 2.6254 -1.7781 1.2838 0.4778 0.4308 0.3696
C 1.5657 -1.9759 0.4054 0.0139 -0.0239 1.0279
C -2.4167 -3.4831 0.0474 -0.3659 0.9128 0.7203
C -2.6559 -2.9175 1.3173 0.5279 -0.5175 0.3133
C -3.8717 -3.0947 1.9855 0.1910 0.0212 -1.0151
C -4.9046 -3.7800 1.3280 -0.0154 -0.0871 0.0247
C -4.7371 -4.2114 0.0124 0.3049 -0.0282 -0.4275
C -3.4946 -4.0508 -0.6181 -0.2639 0.2080 -0.2786
H -1.8233 -1.0980 -3.6962 -0.1570 -0.6122 0.5127
H -2.7925 -1.9315 -2.4406 0.0711 -0.2521 -0.0635
H 0.3031 -2.0710 -2.7416 -0.4559 -0.1321 0.1569
H -0.7769 -3.3340 -3.2905 -0.1031 -0.0507 0.0375
H 0.8246 -4.9255 -2.9266 -0.1125 -0.4538 0.6583
H 0.7811 -7.2444 -3.7250 0.0696 -0.1263 0.0753
H -0.4804 -9.0064 -2.5475 0.1671 0.4767 0.3906
H -1.6220 -8.4671 -0.3070 -0.3055 -0.5106 0.0533
H -1.5773 -6.0677 0.4377 -0.0902 -0.4618 -0.1972
H 0.4345 -4.8846 1.7563 -0.0805 0.7167 -0.0113
H 2.0928 -4.4233 3.3636 0.4098 -0.1626 0.4548
H 3.7898 -2.5186 2.9709 -0.3505 0.0389 0.0202
H 3.2017 -0.8540 1.1192 0.1632 -0.6634 0.2609
H 1.3035 -1.2558 -0.3546 0.2389 0.1889 -0.1942
H -1.8149 -2.4240 1.8391 -0.5296 -0.2029 -0.3150
H -3.9973 -2.6559 2.9664 -0.1409 -0.2144 0.1177
H -5.8372 -4.0061 1.8389 0.0824 0.2298 -0.0461
H -5.5445 -4.6795 -0.5701 0.2809 0.2279 0.5650
H -3.3623 -4.2919 -1.6816 -0.2020 -0.3724 0.4976
```
Forces are in eV/Å.

- Frontier orbital gap (alpha / beta): 7.30 / 4.55 eV
- 2S+1: 5
- Total charge: +1
- HOMO energy (alpha / beta): -0.369 / -0.369 Ha

Löwdin atomic charge list, values in e, 2 entries: Co 0.52; C -0.15


no.,total energy (hartree)
1,-3348.8152
2,-6478.7964